No. 1
91
Properties=species:S:1:pos:R:3:forces:R:3:lowdin_spin:R:1 method="wB97M-V/def2-TZVPD" total_energy_ha=-3091.09593 multiplicity=4 e_homo_ev="-7.14 / -6.77" orbital_gap_ev="7.860 / 5.083"
Tc -0.72167 -0.19610 -0.72744 0.5 5.3 0.5 1.794
Cl -0.44017 0.21171 -3.01095 0.4 -0.4 -0.8 0.103
P -1.34557 -2.23584 -1.07401 -0.6 -1.3 -0.5 0.039
C -0.09918 -3.05950 -2.18507 -0.6 -0.5 0.0 0.004
C -1.52370 -3.27077 0.44454 -0.2 -0.5 -0.4 0.021
C -2.91996 -2.23549 -2.02874 0.4 -0.6 0.0 -0.001
C 1.30519 -2.43907 -2.12485 0.1 0.0 0.0 0.009
H -0.53263 -2.87393 -3.18296 0.2 -0.1 0.2 0.000
C -0.04152 -4.57278 -1.93839 0.2 -0.1 -0.5 0.000
H 0.47335 -4.80716 -0.99738 -0.2 0.0 -0.2 0.000
H 0.53889 -5.01457 -2.75769 0.0 -0.1 0.2 0.000
H -1.02926 -5.04736 -1.94280 0.3 0.1 0.1 0.000
H 1.38945 -1.55109 -2.76091 -0.1 -0.3 0.3 0.002
H 2.03568 -3.18206 -2.47557 -0.1 0.1 0.1 0.001
H 1.59300 -2.15832 -1.10036 -0.1 -0.1 -0.3 0.004
H -2.63571 -1.72499 -2.96731 0.0 -0.2 0.4 0.000
C -4.03717 -1.43048 -1.36052 -0.4 0.1 0.0 -0.002
C -3.32603 -3.68098 -2.34199 -0.5 0.2 -0.3 -0.001
H -2.61336 -4.16107 -3.01988 -0.2 0.0 0.1 0.000
H -4.30049 -3.65494 -2.84157 0.1 -0.2 0.0 0.000
H -3.42624 -4.28643 -1.43115 0.0 0.1 -0.2 0.000
H -3.67458 -0.57354 -0.77389 0.0 -0.3 -0.2 -0.002
H -4.65123 -2.06423 -0.70473 0.2 0.2 -0.2 0.000
H -4.69144 -1.03437 -2.15211 0.1 -0.1 0.2 0.000
C -0.26999 -3.13958 1.31352 0.3 0.2 0.2 0.005
H -1.57677 -4.29000 0.03664 -0.1 0.0 0.4 0.001
C -2.80665 -2.97823 1.23416 0.1 0.1 0.1 0.001
H 0.52851 -3.81181 0.97042 -0.2 0.1 0.1 0.000
H -0.50850 -3.40135 2.35556 0.1 0.0 -0.3 0.000
H 0.14642 -2.11563 1.33206 -0.3 -0.4 0.0 0.003
H -2.87633 -1.90939 1.46921 -0.1 -0.3 0.0 0.001
H -2.75520 -3.53282 2.17898 -0.1 0.1 -0.1 0.001
H -3.70981 -3.29648 0.70330 0.2 0.1 0.1 0.000
Cl -1.87779 0.30292 1.21344 0.1 -0.3 0.7 0.111
H -1.78955 0.94143 -1.13960 -0.6 -1.1 -0.1 -0.045
P -0.79824 2.80113 -1.11672 0.7 -1.9 1.0 -0.032
C -1.71680 3.51151 -2.54249 0.3 -0.2 0.3 -0.001
C -1.11300 3.81694 0.38950 0.1 0.4 -0.8 -0.004
C 0.99548 2.94192 -1.54094 -0.5 0.6 -0.4 -0.004
C -3.06374 2.80560 -2.76401 0.0 0.0 -0.1 -0.001
H -1.04440 3.25975 -3.37945 -0.3 0.2 0.1 0.000
C -1.87250 5.02272 -2.41886 -0.2 0.2 -0.5 -0.001
H -2.62914 5.28414 -1.66940 0.2 0.0 -0.2 0.000
H -2.21027 5.39006 -3.39352 -0.1 0.2 0.2 0.000
H -0.93351 5.52883 -2.17472 -0.3 -0.1 0.0 0.000
H -2.93027 1.76939 -3.09684 0.1 0.2 0.2 0.000
H -3.61389 3.34466 -3.54419 0.0 -0.1 0.1 0.000
H -3.67879 2.79849 -1.85344 0.1 0.0 -0.2 0.000
H 1.03326 2.43895 -2.52286 0.0 0.2 0.3 0.001
C 1.91038 2.16124 -0.59632 0.6 -0.2 0.2 0.004
C 1.41060 4.41324 -1.71344 0.5 -0.4 -0.1 -0.002
H 0.94425 4.86069 -2.59497 0.1 0.0 0.2 0.000
H 2.49446 4.45179 -1.85553 0.0 0.2 0.0 -0.001
H 1.16184 5.00929 -0.82784 0.1 -0.1 -0.1 0.000
H 1.43456 1.33380 -0.03168 0.0 0.5 -0.3 0.005
H 2.39156 2.82843 0.13880 -0.2 -0.2 -0.2 0.000
H 2.71986 1.69643 -1.18464 -0.2 0.2 0.2 0.001
C -2.59123 3.71448 0.77028 0.0 0.1 0.2 0.001
H -0.87244 4.83770 0.05408 -0.2 0.0 0.5 -0.001
C -0.20866 3.42276 1.55472 0.0 -0.1 0.2 0.000
H -3.25583 4.12993 0.00731 0.1 -0.1 0.1 0.000
H -2.74266 4.28791 1.69070 -0.1 -0.1 -0.1 0.000
H -2.87054 2.67217 0.96633 0.0 0.3 -0.1 0.001
H -0.31030 2.35234 1.79050 0.1 0.3 -0.1 0.000
H -0.52420 3.99144 2.43926 0.1 -0.1 -0.1 0.000
H 0.84916 3.65141 1.38037 -0.3 0.0 0.0 0.000
C -0.09697 -0.39783 3.97500 0.0 0.0 -0.1 -0.001
Si 1.69549 -0.28731 3.43863 -0.4 0.5 0.4 0.057
C 2.34026 1.42349 3.83796 0.2 0.2 0.1 0.010
C 2.63230 -1.58994 4.40808 0.3 -0.3 -0.2 0.024
N 1.91181 -0.62778 1.74046 -0.5 -0.9 -0.1 0.542
C 3.08231 -0.93430 1.17789 1.5 0.4 -0.6 0.050
C 4.15252 0.02904 1.05300 -0.2 -0.2 0.7 0.095
C 5.44604 -0.38024 0.78728 0.0 -0.2 -0.3 -0.006
C 5.72350 -1.73748 0.52560 -0.3 0.3 0.1 0.107
C 4.67791 -2.66395 0.47531 0.1 0.3 0.0 -0.010
C 3.37212 -2.27007 0.73748 -0.3 0.5 0.3 0.106
H -0.13319 -0.58963 5.05499 0.1 0.0 -0.1 0.000
H -0.62434 -1.21358 3.46777 0.0 0.2 0.1 0.000
H -0.63737 0.53542 3.78007 0.0 -0.2 0.0 0.001
H 2.31586 1.57609 4.92697 0.0 0.0 -0.2 0.001
H 3.37864 1.54914 3.50294 -0.2 0.0 0.1 0.000
H 1.73258 2.20889 3.36985 0.1 -0.2 0.1 0.000
H 3.71305 -1.53352 4.21086 -0.2 0.0 0.1 0.001
H 2.46915 -1.45453 5.48838 0.0 0.0 -0.3 0.003
H 2.29769 -2.60321 4.13396 0.1 0.3 0.1 -0.001
H 3.91466 1.08524 1.25348 0.2 -0.6 -0.1 0.004
H 6.26172 0.35269 0.78000 -0.4 -0.3 -0.1 -0.002
H 6.74824 -2.04825 0.34758 -0.2 0.0 0.0 0.006
H 4.88217 -3.70331 0.23155 0.0 0.2 0.0 -0.002
H 2.54889 -2.97994 0.72293 0.2 0.1 0.1 0.003

***

No. 2
55
Properties=species:S:1:pos:R:3:forces:R:3:mulliken_charge:R:1 method="wB97M-V/def2-TZVPD" smiles="CP(O)[PH2](CCCCl)P(O)O.O=S1(=O)CCCC1.O=S1(=O)CCCC1" total_energy_ha=-3282.37718 e_homo_ev=-7.02 orbital_gap_ev=7.292
C -1.98172 3.10079 -1.27647 -0.2 -0.4 -1.0 -0.407
P -0.24229 3.65953 -0.60172 -1.5 2.5 -1.6 -0.003
O 0.66905 4.00637 -2.04255 -1.6 -1.3 -0.2 -0.475
P 0.48537 1.92137 0.48664 0.5 -0.4 -0.8 0.301
C 2.25193 2.02521 -0.23008 1.9 -0.5 0.5 -0.865
C 2.40430 0.86531 -1.38518 0.3 -0.1 -0.7 0.097
C 2.41701 1.42042 -2.92690 -0.1 0.2 0.4 -0.324
Cl 2.73950 -0.09256 -4.01495 -0.2 1.4 0.9 -0.244
P 1.09141 0.14519 1.63053 0.1 -3.3 2.3 0.216
O 0.04924 0.15652 3.06685 -1.0 -0.2 -3.3 -0.505
O 0.53742 -1.27421 0.73019 -1.3 2.7 0.9 -0.449
H -2.77752 3.96204 -1.21830 1.7 -1.8 -0.1 0.327
H -1.82148 2.78819 -2.41230 -0.5 0.6 2.2 0.257
H -2.39714 2.15109 -0.73216 0.8 1.8 -0.8 -0.248
H 0.23556 3.65497 -2.87421 0.7 0.5 1.4 0.291
H 0.22648 2.59406 1.76619 0.0 -0.2 -0.7 0.161
H -0.56613 1.09465 -0.11647 -0.2 -0.2 0.0 -0.148
H 2.60362 3.09375 -0.55255 -1.0 -2.0 0.3 0.486
H 2.98631 1.69877 0.65283 -1.6 0.7 -1.9 0.357
H 3.43619 0.30619 -1.21949 -2.4 1.2 -0.4 -0.149
H 1.51866 0.08670 -1.30952 2.0 1.4 -0.1 0.258
H 3.30405 2.18702 -3.12970 -2.1 -1.7 0.4 0.355
H 1.36949 1.82909 -3.29717 2.5 -0.8 0.9 0.135
H -0.89842 0.04287 2.71502 1.7 0.4 1.0 0.296
H -0.42881 -1.11684 0.49326 1.5 -0.4 0.1 0.243
C 4.60568 -4.08005 1.72474 0.0 -0.3 0.0 -0.673
C 6.03781 -3.63551 1.43150 0.3 -0.2 0.2 -0.612
C 5.97841 -2.61924 0.29232 0.7 -0.2 -0.1 -0.865
S 4.37594 -1.83731 0.40333 -0.3 0.1 0.2 1.433
O 3.60868 -2.19037 -0.77259 0.3 0.4 0.3 -0.660
O 4.54417 -0.46445 0.83625 -0.1 -0.2 -0.5 -0.650
C 3.78006 -2.80321 1.77722 -0.2 -0.3 0.4 -0.657
H 4.53831 -4.64098 2.66146 0.0 0.1 -0.1 0.374
H 4.24630 -4.72681 0.91543 0.0 0.1 0.1 0.296
H 6.46334 -3.16329 2.32530 -0.1 -0.1 -0.1 0.292
H 6.67942 -4.48318 1.17132 -0.1 0.2 0.0 0.324
H 6.75989 -1.86121 0.38832 -0.2 0.0 -0.2 0.349
H 6.05052 -3.10725 -0.68355 -0.1 0.2 0.1 0.369
H 2.70823 -2.98006 1.67279 0.1 0.2 -0.1 0.343
H 3.98191 -2.24113 2.69394 -0.1 0.0 -0.2 0.376
C -5.96023 -0.98414 0.01715 0.0 -0.3 0.2 -0.607
C -7.27847 -0.23277 0.19689 -0.3 -0.2 -0.1 -0.641
C -6.94270 1.16569 0.71229 -0.7 0.0 0.3 -0.622
S -5.30813 1.54506 0.09917 0.0 0.4 -0.3 1.163
O -4.40542 1.64675 1.22651 -0.1 0.2 -0.4 -0.643
O -5.40606 2.57900 -0.91169 0.3 -0.2 0.6 -0.675
C -5.03146 -0.02034 -0.70619 0.1 -0.5 -0.2 -0.606
H -6.09511 -1.91176 -0.54672 0.1 0.1 0.1 0.351
H -5.54441 -1.24120 0.99870 0.0 0.0 -0.1 0.301
H -7.78962 -0.15651 -0.77050 0.1 0.0 0.1 0.299
H -7.95183 -0.75543 0.88341 0.1 0.1 -0.1 0.319
H -7.65128 1.91138 0.34301 0.3 0.0 0.1 0.324
H -6.90943 1.19224 1.80493 0.1 0.1 -0.2 0.355
H -3.97909 -0.29904 -0.62994 -0.1 0.2 0.0 0.303
H -5.31751 0.08861 -1.75660 0.1 0.1 0.1 0.382